A | This record from the Open Molecules 2025 dataset describes an isolated molecule of C3H4ClNOS. The level of theory is ωB97M-V/def2-TZVPD.

Output
SMILES = N/C=C(\Cl)C(O)=S
Frontier orbital gap = 8.45 eV

```
! RIJCOSX wB97M-V def2-TZVPD def2/J DEFGRID3
* xyz 0 1
N -1.347 1.317 0.973
C -0.807 0.194 0.532
C 0.422 0.019 0.006
Cl 1.481 1.412 -0.283
C 0.707 -1.232 -0.640
O 1.988 -1.333 -1.178
S -0.170 -2.631 -0.837
H -1.019 2.240 0.862
H -2.352 1.342 1.233
H -1.339 -0.843 0.717
H 2.436 -0.485 -1.384
*
```


B | This record from the Open Molecules 2025 dataset describes an isolated molecule of C3H4ClNOS. The level of theory is ωB97M-V/def2-TZVPD.

Output
SMILES = N/C=C(\Cl)C(=O)S
Frontier orbital gap = 9.27 eV

```
! RIJCOSX wB97M-V def2-TZVPD def2/J DEFGRID3
* xyz 0 1
N 2.078 0.187 -0.145
C 0.782 0.692 0.016
C -0.235 -0.147 -0.001
Cl 0.202 -1.733 -0.136
C -1.570 0.398 0.007
O -1.770 1.625 -0.202
S -2.895 -0.771 -0.020
H 2.142 -0.934 0.231
H 2.868 0.771 0.442
H 0.492 1.808 -0.149
H -2.095 -1.895 -0.042
*
```


Name the most stable of them. A.


A | This record from the Open Molecules 2025 dataset describes a structure of composition C3H7N3O. The level of theory is ωB97M-V/def2-TZVPD.

Output
Frontier orbital gap = 9.54 eV

```
! RIJCOSX wB97M-V def2-TZVPD def2/J DEFGRID3
* xyz 2 1
C -1.092 -0.087 -0.178
C 1.097 0.010 -0.043
C -0.675 1.302 -0.015
N 0.075 -0.857 -0.043
N -2.257 -0.635 -0.143
N 2.901 -0.563 -0.112
O 0.746 1.218 -0.032
H -0.904 2.065 -0.804
H -0.882 1.775 0.952
H -0.030 -1.829 0.125
H -3.172 -0.129 -0.003
H -2.498 -1.603 -0.297
H 3.250 -0.955 0.745
H 3.440 0.287 -0.150
*
```


B | This record from the Open Molecules 2025 dataset describes the ion C3H7N3O with charge +2. The level of theory is ωB97M-V/def2-TZVPD.

Output
SMILES = CC#[N+]/N=[N+](\C)O
Frontier orbital gap = 9.29 eV

```
! RIJCOSX wB97M-V def2-TZVPD def2/J DEFGRID3
* xyz 2 1
C 3.099 0.633 0.042
C 1.769 0.472 -0.164
N 0.608 0.227 0.071
N -0.584 0.653 0.136
N -1.651 -0.018 0.039
C -2.016 -1.391 -0.075
O -2.673 0.820 0.010
H 3.324 1.535 -0.541
H 3.852 -0.105 -0.195
H 3.140 0.940 1.121
H -2.691 -1.629 0.700
H -1.170 -2.249 -0.267
H -2.666 -1.565 -0.945
H -2.340 1.677 0.069
*
```


Name the most stable of them. A.


A | This record from the Open Molecules 2025 dataset describes the ion C6H12N3 with charge +1. The level of theory is ωB97M-V/def2-TZVPD.

Output
SMILES = C[C@H]1N[C@@H]2CNC=[NH+][C@H]12
Frontier orbital gap = 9.86 eV

```
! RIJCOSX wB97M-V def2-TZVPD def2/J DEFGRID3
* xyz 1 1
C 2.594 -0.411 -0.263
C 1.270 -0.247 0.477
N 0.721 1.038 0.715
C -0.250 0.993 -0.376
C -1.668 1.374 -0.053
N -2.713 0.222 -0.091
C -2.302 -0.979 0.231
N -1.051 -1.315 0.206
C -0.024 -0.536 -0.469
H 2.868 -1.459 -0.008
H 3.448 0.187 0.156
H 2.353 -0.338 -1.304
H 1.351 -0.827 1.385
H 1.309 1.803 0.721
H 0.174 1.526 -1.203
H -1.612 1.571 1.049
H -2.066 2.208 -0.675
H -3.657 0.324 0.222
H -2.954 -1.757 0.577
H -0.783 -2.144 0.717
H -0.022 -1.013 -1.457
*
```


B | This record from the Open Molecules 2025 dataset describes the ion C6H12N3 with charge +1. The level of theory is ωB97M-V/def2-TZVPD.

Output
Frontier orbital gap (spin up / spin down) = 7.42 / 8.50 eV

```
! RIJCOSX wB97M-V def2-TZVPD def2/J DEFGRID3
* xyz 1 1
C -1.018 1.773 -0.047
C -1.704 -1.382 0.422
C 0.348 1.308 0.480
C -0.221 -1.383 0.359
C 1.468 1.557 -0.638
C 0.593 -1.947 -0.729
N -1.932 0.946 -0.271
N -2.125 -0.217 -0.519
N 0.394 -0.142 1.013
H -1.068 2.827 -0.204
H -2.195 -2.219 -0.145
H -2.180 -1.283 1.350
H 0.650 2.021 1.345
H 2.482 1.564 -0.116
H 1.429 2.566 -1.146
H 1.253 0.908 -1.388
H 0.404 -1.481 -1.749
H 0.395 -2.968 -0.771
H 1.690 -1.953 -0.458
H 1.395 -0.284 1.157
H -0.057 -0.211 2.057
*
```


Name the most stable of them. A.


A | This record from the Open Molecules 2025 dataset describes a cluster of 3 separate species, C4H6IN in total. The level of theory is ωB97M-V/def2-TZVPD.

Output
SMILES = C1=NC1.C#C.I
Frontier orbital gap = 10.53 eV

```
! RIJCOSX wB97M-V def2-TZVPD def2/J DEFGRID3
* xyz 0 1
C 0.333 -0.166 -1.064
N 1.387 -0.186 -0.389
C 1.321 -1.090 -1.584
H -0.629 0.282 -1.134
H 1.219 -2.150 -1.398
H 1.920 -0.812 -2.442
C -2.628 -0.155 1.051
C -1.759 0.271 1.752
H -3.421 -0.549 0.488
H -0.968 0.670 2.315
I 1.495 2.645 1.553
H 1.731 1.241 0.850
*
```


B | This record from the Open Molecules 2025 dataset describes a cluster of 2 separate species, C4H6IN in total. The level of theory is ωB97M-V/def2-TZVPD.

Output
Frontier orbital gap = 8.69 eV

```
! RIJCOSX wB97M-V def2-TZVPD def2/J DEFGRID3
* xyz 0 1
C 0.964 -1.368 -0.255
C -1.349 0.671 0.097
C -0.098 1.420 0.492
C -0.101 0.497 -0.654
N 0.471 -2.071 0.602
I 2.638 -1.552 -1.541
H -1.676 -0.128 0.744
H -2.158 1.204 -0.385
H -0.023 2.481 0.294
H 0.391 1.118 1.404
H 0.104 0.705 -1.683
H 0.837 -2.976 0.884
*
```


Name the most stable of them. B.